The following is a quantum chemistry calculation of C2H2O2S in the gas phase, from OMol25.

```
7
Properties=species:S:1:pos:R:3:forces:R:3
S -1.986 -0.460 0.012 -0.3 0.3 -1.1
O 1.867 0.090 -0.191 0.8 1.0 -0.1
O -3.219 0.320 -0.144 -0.2 -0.4 0.6
C 0.753 -0.260 -0.266 -5.1 -1.4 1.0
C -0.716 0.507 -0.026 3.6 -0.9 0.2
H 0.381 -1.338 -0.412 1.2 0.7 -0.2
H -0.844 1.525 0.282 0.0 0.7 -0.4
```
Forces are in eV/Å.

Its frontier orbital gap is 9.12 eV. The HOMO energy is -10.4 eV. Its lowest unoccupied orbital energy is -1.23 eV. Its electronic energy is -17033.9277 eV. The molar mass is 90.1 u. As for the largest force on an atom: 5.38 eV Å⁻¹.